1.
6 unconnected molecules or ions with the total composition C34H37ClNO2P. Source: OMol25; level of theory: ωB97M-V/def2-TZVPD.

Each line ends with the Mulliken charge.
Geometry (Å):
O  5.98  -1.65  -3.84  -0.5595
C  5.05  -0.88  -3.82  0.3656
C  5.05  0.59  -3.42  -0.4433
C  3.80  1.14  -4.10  -0.5314
C  2.86  -0.06  -4.26  -0.1136
P  1.64  -0.30  -2.85  0.1643
O  1.79  1.07  -1.98  -0.3876
Cl  -0.15  0.01  -3.85  -0.3429
N  3.72  -1.26  -4.21  -0.4339
H  4.93  0.65  -2.35  0.2107
H  5.93  1.07  -3.81  0.3237
H  4.02  1.61  -5.05  0.3721
H  3.37  1.93  -3.51  0.1876
H  2.29  -0.04  -5.18  0.4035
H  1.67  1.87  -2.51  0.3383
H  3.40  -1.89  -3.48  0.3203
C  -4.59  -0.18  -2.39  -0.5542
C  -3.89  0.07  -3.55  0.3023
C  -4.56  0.41  -4.72  -0.3551
C  -5.95  0.49  -4.71  -0.3764
C  -6.66  0.23  -3.55  -0.4403
C  -5.98  -0.11  -2.39  -0.3527
H  -4.07  -0.45  -1.48  0.3814
H  -2.81  0.01  -3.55  -0.0193
H  -4.01  0.61  -5.62  0.3708
H  -6.47  0.76  -5.62  0.4150
H  -7.74  0.29  -3.55  0.3607
H  -6.53  -0.31  -1.48  0.3637
C  2.36  3.57  2.88  -0.2973
C  2.47  2.93  1.66  -0.5564
C  1.33  2.45  1.02  -0.1810
C  0.08  2.61  1.60  -0.5513
C  -0.03  3.26  2.83  -0.2286
C  1.11  3.74  3.47  -0.6080
H  3.24  3.95  3.38  0.3744
H  3.44  2.79  1.20  0.3909
H  1.42  1.94  0.06  0.4964
H  -0.80  2.24  1.11  0.4198
H  -1.00  3.38  3.29  0.3858
H  1.02  4.23  4.42  0.3975
C  2.34  0.08  5.18  -0.3322
C  2.71  -1.02  5.94  -0.6200
C  2.09  -1.27  7.16  -0.1169
C  1.10  -0.42  7.62  -0.3273
C  0.72  0.69  6.86  -0.5630
C  1.34  0.93  5.64  0.0776
H  2.81  0.27  4.23  0.4101
H  3.49  -1.69  5.59  0.3744
H  2.38  -2.13  7.75  0.2315
H  0.61  -0.61  8.57  0.3715
H  -0.05  1.35  7.22  0.3636
H  1.06  1.79  5.05  0.0979
C  1.16  -4.70  8.67  -0.2745
C  2.20  -4.45  9.56  -0.2868
C  3.02  -5.49  9.98  -0.4311
C  2.80  -6.78  9.51  -0.3586
C  1.77  -7.03  8.63  -0.3535
C  0.94  -5.99  8.21  -0.4504
H  0.52  -3.89  8.35  0.3395
H  2.36  -3.45  9.93  0.4076
H  3.83  -5.30  10.67  0.3548
H  3.45  -7.59  9.83  0.3569
H  1.60  -8.03  8.26  0.3562
H  0.13  -6.19  7.52  0.3643
C  -5.18  2.34  -10.38  -0.3804
C  -5.60  2.58  -9.08  -0.4293
C  -4.69  2.59  -8.04  -0.3341
C  -3.34  2.35  -8.29  -0.4139
C  -2.92  2.10  -9.59  -0.4027
C  -3.83  2.10  -10.63  -0.3589
H  -5.89  2.34  -11.19  0.3579
H  -6.65  2.77  -8.88  0.3651
H  -5.02  2.78  -7.03  0.4698
H  -2.63  2.36  -7.48  0.4141
H  -1.87  1.91  -9.79  0.3530
H  -3.50  1.91  -11.64  0.3563

**Frontier orbital gap**: 9.48 eV
**SMILES string**: O=C1CC[C@H](P(O)Cl)N1.c1ccccc1.c1ccccc1.c1ccccc1.c1ccccc1.c1ccccc1

---

2.
A molecular structure, C34H38As2MnN2O6S4. Source: OMol25; level of theory: ωB97M-V/def2-TZVPD.

Each line ends with the Mulliken charge.
Geometry (Å):
Mn  0.69  -0.35  -0.15  0.2068
C  1.59  -2.09  3.04  -1.1188
As  1.06  -2.45  1.20  1.2421
C  -0.75  -3.12  1.44  -1.1995
C  2.06  -4.14  0.96  0.4659
C  1.43  -5.26  1.51  -0.3843
C  1.97  -6.53  1.46  -1.0078
C  3.19  -6.74  0.84  -0.9262
C  3.84  -5.66  0.29  -1.4444
C  3.29  -4.37  0.34  0.6850
As  4.63  -3.22  -0.40  1.2804
C  6.03  -3.00  0.88  -1.1709
C  5.23  -3.98  -2.06  -1.1161
H  1.26  -2.91  3.68  0.4306
H  1.15  -1.16  3.38  0.4498
H  2.68  -2.02  3.09  0.3094
H  -0.86  -3.68  2.37  0.5707
H  -1.03  -3.74  0.59  0.4399
H  -1.40  -2.25  1.47  0.1707
H  0.47  -5.15  2.00  0.2575
H  1.43  -7.36  1.91  0.4266
H  3.63  -7.73  0.78  0.4432
H  4.79  -5.84  -0.20  0.3588
H  6.27  -3.98  1.29  0.4733
H  5.68  -2.35  1.67  0.3714
H  6.90  -2.57  0.38  0.4399
H  6.21  -4.42  -1.90  0.4306
H  5.29  -3.19  -2.81  0.4183
H  4.51  -4.73  -2.37  0.4412
O  6.20  -1.06  -1.51  -0.6710
S  4.84  -0.71  -1.78  1.3930
O  4.29  -0.95  -3.07  -0.5371
O  3.99  -1.60  -0.70  -0.0422
C  4.56  0.96  -1.29  0.2737
C  5.69  1.61  -0.80  -0.3062
C  5.66  2.99  -0.61  -0.7896
C  4.52  3.71  -0.94  -0.7506
C  3.40  3.05  -1.41  -0.8450
C  3.40  1.68  -1.58  0.0198
S  1.83  1.00  -2.05  1.5372
O  1.52  1.42  -3.37  -0.6447
O  0.92  1.49  -0.97  -0.5503
O  1.86  -0.47  -1.78  -0.6685
H  6.59  1.05  -0.60  0.5625
H  6.54  3.49  -0.24  0.4189
H  4.51  4.78  -0.83  0.4311
H  2.50  3.61  -1.64  0.4839
S  -0.64  0.49  1.66  -0.2252
C  -2.05  0.95  0.84  0.4802
N  -3.05  1.56  1.44  0.1681
C  -4.19  2.05  0.65  -0.7259
C  -3.68  2.54  -0.68  -0.7216
N  -2.96  1.44  -1.33  0.1273
C  -3.17  1.32  -2.79  -1.4778
C  -4.59  0.92  -3.10  0.6544
C  -5.05  -0.34  -2.74  -0.1846
C  -6.37  -0.70  -2.99  -0.7624
C  -7.23  0.20  -3.61  -0.4361
C  -6.77  1.45  -3.98  -0.6348
C  -5.46  1.82  -3.72  -0.3242
C  -2.23  0.61  -0.63  0.4518
S  -1.53  -0.79  -1.25  -0.2476
C  -3.09  1.86  2.88  -1.3869
C  -2.97  3.35  3.12  0.6583
C  -3.99  4.04  3.76  -0.2835
C  -3.89  5.41  3.97  -0.6309
C  -2.76  6.09  3.53  -0.4446
C  -1.73  5.40  2.90  -0.7651
C  -1.84  4.03  2.69  -0.1325
H  -4.63  2.88  1.21  0.5102
H  -4.93  1.26  0.53  0.3275
H  -3.01  3.40  -0.56  0.3195
H  -4.51  2.82  -1.32  0.4835
H  -2.45  0.61  -3.17  0.5798
H  -2.95  2.30  -3.22  0.4294
H  -4.38  -1.05  -2.28  0.4118
H  -6.72  -1.69  -2.72  0.4226
H  -8.25  -0.09  -3.82  0.4022
H  -7.44  2.15  -4.47  0.4013
H  -5.10  2.80  -4.02  0.4106
H  -2.30  1.30  3.37  0.4541
H  -4.05  1.49  3.25  0.4167
H  -4.87  3.51  4.10  0.3950
H  -4.68  5.94  4.47  0.4032
H  -2.67  7.15  3.70  0.3991
H  -0.85  5.93  2.57  0.4201
H  -1.03  3.50  2.21  0.3979

**Frontier orbital gap (spin up / spin down)**: 7.64 / 7.32 eV
**Charge**: +2
**Spin multiplicity**: 4
**Energy relative to the best compared isomer or geometry (same formula, charge and spin)**: 0.262 eV

---

| no. | energy (eV) | largest force on an atom (eV/Å) |
| --- | --- | --- |
| 1 | -63255.3598 | 1.4 |
| 2 | -247464.8090 | 0.3 |